DFT (wB97M-V/def2-TZVPD) results for a structure of composition C37H47AuO3P2S3Si at a distorted geometry.

Atoms and positions in Å:
Au: -0.17807 1.48091 0.03915
S: 0.33417 0.57156 2.49385
P: 2.11501 0.34548 1.60565
C: 1.94413 1.07898 0.04141
P: 2.14808 0.43318 -1.55721
S: 0.38179 0.66204 -2.47100
C: 2.83114 -1.22427 -1.87025
C: 4.12435 -1.50659 -1.43992
C: 4.64894 -2.77542 -1.62036
C: 3.89507 -3.75654 -2.24685
C: 2.61890 -3.46708 -2.70626
C: 2.08574 -2.20149 -2.52081
C: 3.31730 1.53820 -2.41026
C: 4.00741 1.11564 -3.54297
C: 4.79221 2.01669 -4.24493
C: 4.88422 3.33595 -3.82506
C: 4.17782 3.76328 -2.70934
C: 3.38804 2.86821 -2.00532
C: 3.33331 1.36913 2.49522
C: 3.39195 1.28668 3.88298
C: 4.26043 2.10423 4.58458
C: 5.07050 3.00510 3.90381
C: 5.01425 3.08547 2.52101
C: 4.14249 2.26879 1.81421
C: 2.74441 -1.33716 1.92645
C: 1.91426 -2.34238 2.41061
C: 2.43253 -3.60404 2.65848
C: 3.77314 -3.86533 2.41600
C: 4.60303 -2.85987 1.94206
C: 4.09573 -1.59298 1.71071
H: 4.71417 -0.72200 -0.98190
H: 5.64782 -2.99870 -1.26864
H: 4.30920 -4.74626 -2.38800
H: 2.03982 -4.22163 -3.22254
H: 1.10016 -1.95940 -2.89412
H: 3.92289 0.08807 -3.87475
H: 5.32673 1.68995 -5.12747
H: 5.49884 4.03595 -4.37588
H: 4.23299 4.79666 -2.39303
H: 2.81444 3.18955 -1.14490
H: 2.74063 0.59422 4.40490
H: 4.30016 2.04977 5.66458
H: 5.74001 3.65237 4.45502
H: 5.63965 3.79016 1.98868
H: 4.07976 2.32924 0.73474
H: 0.87365 -2.12920 2.61395
H: 1.78733 -4.37701 3.05510
H: 4.17600 -4.85059 2.61041
H: 5.65016 -3.06099 1.75551
H: 4.74197 -0.78812 1.38241
C: -3.48985 -2.52694 -1.06879
C: -2.54472 -2.01604 0.01638
C: -3.07547 -2.38344 1.39985
C: -1.15699 -2.59399 -0.19668
O: -2.39627 -0.58774 -0.08627
Si: -3.56850 0.56257 -0.06110
S: -2.39134 2.37286 -0.03168
O: -4.57088 0.38914 1.19445
C: -4.78683 1.03113 2.45434
C: -5.34461 2.43004 2.20764
C: -5.80672 0.16013 3.18147
C: -3.47864 1.10518 3.23702
O: -4.59490 0.46309 -1.30659
C: -4.66023 1.00138 -2.63135
C: -5.14524 2.44544 -2.53372
C: -3.29389 0.93996 -3.30624
C: -5.67101 0.13491 -3.37562
H: -3.55946 -3.61422 -1.01516
H: -3.11334 -2.24532 -2.05369
H: -4.48196 -2.09282 -0.93956
H: -3.14006 -3.46823 1.49978
H: -4.06504 -1.95117 1.54293
H: -2.40600 -1.99451 2.16934
H: -1.15353 -3.68043 -0.09473
H: -0.46501 -2.16636 0.52502
H: -0.81113 -2.32372 -1.18960
H: -6.27468 2.36763 1.64153
H: -4.62251 3.01243 1.63450
H: -5.53351 2.93503 3.15545
H: -6.71188 0.07885 2.57949
H: -6.05683 0.59072 4.15133
H: -5.40027 -0.84093 3.33020
H: -2.76120 1.71962 2.69329
H: -3.05398 0.10752 3.36222
H: -3.64651 1.54784 4.21967
H: -4.43134 3.02687 -1.94977
H: -6.11535 2.47933 -2.03666
H: -5.23315 2.88640 -3.52726
H: -2.58476 1.56439 -2.76266
H: -3.35851 1.29995 -4.33380
H: -2.91615 -0.08422 -3.31005
H: -6.62026 0.13894 -2.83982
H: -5.31059 -0.89314 -3.42851
H: -5.82549 0.51344 -4.38630

Calculated values
Relative energy (zero: lowest compared OMol25 entry of this formula, charge and spin)   30.6 kcal/mol
LUMO level   -1.9 eV
HOMO energy   -7.67 eV
Strongest force on any atom   1.59 eV/A